No. 1
Density functional theory data (the ωB97M-V functional and the def2-TZVPD basis) for a gas-phase ion, C16H34N (charge +1) at a distorted geometry.

Output
Orbital gap, Ha: 0.38999
Total charge: +1
2S+1: 1
SMILES: CCCCCCCC[C@H]1[NH2+]CCC[C@@H]1CCC

```
51
Properties=species:S:1:pos:R:3:forces:R:3
H -2.6460 -3.8906 2.4494 0.120 0.632 -0.112
C -3.2736 -1.7374 2.3509 -0.510 -0.801 -0.451
C -0.0410 3.6797 -0.5861 0.533 0.564 -0.238
H 2.1022 1.5917 -3.3492 -0.721 -0.219 -0.070
C 1.2085 -1.7262 2.2461 0.081 0.026 1.043
C 0.8081 1.3883 -1.5828 1.321 1.064 -0.696
H -1.3167 2.9412 -2.2154 -0.367 0.580 0.427
H 3.3328 -0.3918 -2.7467 -0.405 -0.142 0.604
C 2.4087 -0.9277 -2.4740 -1.627 -1.245 -1.982
H -0.7471 -0.8303 2.6810 -0.030 -0.607 -0.140
C 1.1231 2.9238 -1.3095 -1.177 0.168 -0.095
C -3.1681 -0.4954 1.4050 0.545 0.009 0.163
H 1.3289 -0.6876 -4.3978 0.051 0.081 0.576
C -1.4214 3.6012 -1.3260 0.173 -0.302 0.575
H -2.2744 -0.5299 0.7356 -0.529 -0.134 0.519
H 0.3095 1.5451 -3.7384 0.518 0.137 0.390
H 0.2527 4.7545 -0.5651 -0.081 -0.735 0.224
N 2.0362 -0.8149 -1.0376 1.597 -0.016 0.094
H -2.2066 3.1871 -0.6566 0.486 0.078 -0.515
H 1.5656 0.3427 2.8077 0.295 -0.354 -0.511
C 1.1167 1.1363 -3.1042 -0.241 -1.621 0.630
H 1.2705 3.4345 -2.2890 0.005 -0.430 0.606
H 2.0586 3.0513 -0.7289 -0.451 -0.115 -0.324
H -3.0343 0.4237 2.0162 -0.425 -0.420 -0.532
H 2.5107 -2.0134 -2.6916 0.378 0.669 0.315
H 2.6276 1.0871 -0.2753 -0.266 -0.382 -0.787
C 1.6756 -0.2800 1.8971 -0.370 -0.049 -0.304
H -4.0386 -0.4131 0.7224 0.417 0.076 0.608
H -0.9190 -2.1950 0.5201 -0.081 -0.351 0.438
H -4.3463 -2.0367 2.3942 0.658 0.286 0.122
H 2.8625 -1.1025 -0.4989 -0.282 -0.030 0.087
H 0.0428 -0.3446 0.4695 0.350 0.750 0.077
H 1.4804 -2.4850 1.4715 -0.151 0.619 0.305
C 1.6975 0.5720 -0.5861 -2.133 0.878 1.472
H -0.4394 -3.6766 1.3865 -0.399 0.478 0.121
H 0.3297 1.3146 1.0254 0.562 -0.363 -0.225
H 0.2540 -0.9077 -2.9725 0.540 0.207 -0.254
H 1.7726 -2.0287 3.1590 -0.159 0.140 -0.720
H -0.4537 -2.3519 3.5755 0.111 0.358 -0.527
H 2.7542 -0.3168 1.6101 -0.543 0.218 0.418
C -2.5204 -3.0026 1.7987 0.068 0.504 -0.704
H -1.7851 4.6092 -1.6127 0.370 -0.693 -0.069
H -0.0641 3.3403 0.4690 -0.340 0.224 -0.549
H -2.9938 -1.5151 3.4026 0.077 -0.019 -0.752
H -3.0065 -3.2695 0.8297 0.258 0.065 0.637
H -0.2620 1.1693 -1.3800 0.652 0.033 -0.092
C 1.1909 -0.4267 -3.3333 0.775 1.124 0.622
C 0.8514 0.3868 0.7309 0.269 -1.196 -0.140
C -0.3211 -1.8493 2.5947 0.639 -0.648 -0.707
H 1.3178 -1.5039 -0.7861 -0.181 0.355 -0.217
C -1.0106 -2.7296 1.4947 -0.381 0.550 0.640
```
Positions in Å, forces in eV/Å.

***

No. 2
Density functional theory data (the ωB97M-V functional and the def2-TZVPD basis) for 2 unconnected molecules or ions with the total composition C5H8NO at a distorted geometry.

Output
Relative energy (zero: lowest compared OMol25 entry of this formula, charge and spin), kJ/mol: 537.6
Orbital gap (spin up / spin down), Ha: 0.31459 / 0.31461
Total charge: +1
2S+1: 1

```
15
Properties=species:S:1:pos:R:3:forces:R:3
H -2.6005 -2.4418 -0.8563 -1.039 0.716 0.359
C -0.2641 0.5666 -1.4868 -4.340 -0.128 -3.388
H 0.8822 2.1769 1.8411 0.208 -0.061 -1.893
O 1.4599 0.8913 0.2225 0.072 -0.527 -1.093
C 0.4360 0.6843 -0.4681 1.908 -1.322 3.670
H -1.2025 -3.4047 -0.9106 1.996 -1.549 -1.019
H 1.7019 2.9315 0.3173 0.003 0.025 0.241
H 2.4621 1.8924 1.5833 2.092 -0.071 0.243
C -0.4028 -1.0007 0.9540 0.632 1.434 -2.643
H -0.2717 1.1598 -2.4371 0.644 -0.575 1.003
C 1.6357 2.0710 0.9766 -2.027 1.302 2.163
H -1.2348 -0.0231 -1.3686 1.390 0.538 -0.233
N -1.0337 -1.8354 0.3618 -1.148 -1.063 -2.347
C -1.5713 -2.4956 -0.6041 -0.827 1.294 2.026
H 0.0035 -1.1725 1.8751 0.438 -0.013 2.912
```
Positions in Å, forces in eV/Å.

***

No. 3
Density functional theory data (the ωB97M-V functional and the def2-TZVPD basis) for a molecular structure, C15H28F6NO3P2Ti at a distorted geometry.

Output
Relative energy (zero: lowest compared OMol25 entry of this formula, charge and spin), kJ/mol: 230.5
Orbital gap (spin up / spin down), Ha: 0.20568 / 0.15201
Total charge: +1
2S+1: 1

```
56
Properties=species:S:1:pos:R:3:forces:R:3
O -0.1422 -0.1464 1.9829 0.365 0.092 0.061
C -0.7587 1.1025 -4.1225 0.570 0.579 -0.706
P -2.2233 -0.3553 -0.5829 0.325 0.102 -1.113
H 0.9090 1.3926 3.9261 -0.046 -0.284 0.132
C 3.8666 0.9074 -0.2870 0.091 -0.432 0.148
C 0.9791 2.0887 -2.2358 0.671 1.067 -1.212
C -0.3040 -0.2760 3.3614 -1.114 -0.579 0.532
C -2.6631 -2.1108 -0.4039 0.079 -0.201 0.261
H 1.2432 -5.6403 -0.8827 0.130 -0.115 -0.095
C 0.1776 2.0428 -4.5061 -1.063 -0.963 -0.201
C 1.8934 2.7300 -1.2002 -0.021 -0.063 0.044
H -3.5969 -2.3284 -0.9399 0.234 0.074 0.155
H -1.4811 0.6764 -4.8170 0.256 0.194 0.083
C -1.9609 -0.0379 -2.3008 0.734 0.004 -0.621
F -1.4102 -2.3982 2.9359 0.720 0.446 0.555
H -2.6377 -0.4533 -3.0513 0.075 0.252 0.248
C -1.6370 0.4548 3.7434 -0.678 0.639 -0.017
N 0.1360 1.1082 -1.8681 -0.587 -0.666 1.646
H 0.5873 0.2305 5.2505 0.116 0.026 -0.237
H -4.6096 0.0669 -0.5381 0.285 0.151 0.115
H 2.8860 2.0036 2.4969 0.008 0.259 -0.237
H 4.6395 1.6876 -0.3445 -0.277 -0.214 0.037
H 0.2512 2.3699 -5.5414 -0.099 -0.075 0.220
H 1.7322 3.3779 -3.7576 -0.186 -0.197 -0.077
C 1.0201 2.5861 -3.5357 0.690 0.007 1.410
H 1.7542 -0.1864 3.9566 -0.202 0.122 0.107
C -0.4257 -1.8140 3.6686 0.061 -0.712 0.093
F -2.7196 -0.0741 3.1105 0.841 0.332 0.507
H 1.5686 -0.7696 -0.0471 0.079 -0.707 -0.015
C -0.8544 0.7005 -2.7622 -0.989 -0.633 0.832
H -1.8606 -2.7367 -0.8138 -0.200 0.139 0.089
H 3.7598 0.4278 -1.2686 0.059 0.088 0.201
H 2.8473 3.0093 -1.6732 -0.335 0.080 0.143
H -3.6448 1.5843 -0.4191 -0.035 -0.295 0.110
H 1.4238 3.6437 -0.7945 0.092 -0.350 -0.125
Ti 0.0718 0.3777 0.2738 -2.727 0.998 0.226
O 0.7087 -6.1710 -0.2854 -0.436 0.682 0.310
F 0.7434 -2.4169 3.3048 -0.811 0.439 0.286
H 3.5070 3.3247 1.4517 -0.256 -0.244 -0.007
C -3.7250 0.5412 -0.0891 0.047 0.113 0.468
H -3.7818 0.5043 1.0078 -0.235 0.082 -0.315
F -0.6504 -2.1037 4.9797 0.237 0.562 -1.429
O -0.4546 -3.9556 -5.2754 0.416 0.221 0.520
H 0.1626 -5.5091 0.1793 0.309 -0.577 -0.205
F -1.5384 1.7539 3.3293 -0.102 -1.024 0.440
P 2.2697 1.6077 0.2122 0.198 1.041 -0.501
H -1.3199 -4.2246 -4.9585 -0.107 -0.088 0.000
C 0.8140 0.3298 4.1839 0.397 0.136 -0.177
C 2.6522 2.6598 1.6447 -0.082 0.008 0.278
H -2.7782 -2.3357 0.6661 -0.073 -0.028 -0.319
H 4.1605 0.1480 0.4493 0.125 0.152 -0.230
H 0.0743 -3.8203 -4.4693 -0.320 -0.130 -0.526
H -0.4512 1.8916 0.6018 0.660 0.809 0.043
H 0.9169 -1.1850 0.0685 1.474 -1.012 -0.456
H 1.7686 3.2578 1.9088 0.242 -0.176 -0.111
F -1.8954 0.4611 5.0772 0.395 -0.132 -1.367
```
Positions in Å, forces in eV/Å.

***

No. 4
Density functional theory data (the ωB97M-V functional and the def2-TZVPD basis) for C3H5NOS in the gas phase at a distorted geometry.

Output
Relative energy (zero: lowest compared OMol25 entry of this formula, charge and spin), kJ/mol: 726.2
Orbital gap (spin up / spin down), Ha: 0.26418 / 0.26391
Total charge: 0
2S+1: 1

```
11
Properties=species:S:1:pos:R:3:forces:R:3
H -0.2313 -2.0476 0.4255 0.415 -0.486 1.212
C -0.0901 -1.5872 -0.5184 -0.975 1.019 -0.556
N -1.2858 0.7271 1.2504 2.470 0.028 -2.020
H 1.0126 2.2841 1.5844 -1.166 0.201 -1.244
C -0.0506 -0.1314 -0.2753 -2.331 -0.037 2.817
H -1.0130 -1.8952 -0.9883 -0.377 0.266 -0.525
H 0.7305 -1.9589 -1.0810 0.794 -0.460 -0.265
S 1.0605 0.9342 -0.5023 0.944 1.250 -0.551
O -0.9540 2.0483 0.8526 -2.682 -1.139 -0.166
H 0.3507 3.3638 0.1067 0.077 -0.990 0.941
C 0.2767 2.4020 0.6994 2.832 0.348 0.357
```
Positions in Å, forces in eV/Å.

***

No. 5
Density functional theory data (the ωB97M-V functional and the def2-TZVPD basis) for a molecular structure, C39H44AsBiCl3GeN3O7.

Output
Relative energy (zero: lowest compared OMol25 entry of this formula, charge and spin), kJ/mol: 26.0
Orbital gap, Ha: 0.28133
Total charge: 0
2S+1: 1

```
99
Properties=species:S:1:pos:R:3:forces:R:3
C -1.6937 -3.5808 2.6521 0.075 0.025 0.020
H -5.3313 0.1156 -1.0951 0.015 -0.021 0.008
H 5.7799 -3.8689 1.8731 0.006 0.035 -0.010
C -1.0095 0.3676 1.9290 0.189 0.031 -0.078
C -1.1116 2.8748 4.8879 0.025 -0.018 -0.047
H 3.4376 -5.4569 -3.1194 0.019 -0.013 0.008
Cl -1.8628 -5.3413 2.5760 0.001 0.007 -0.011
C -3.1110 1.4740 6.2109 0.007 0.011 0.006
H 0.9124 -0.5657 2.3753 -0.037 0.014 0.066
C 1.0391 -2.4377 -4.4195 -0.054 0.190 0.005
H 2.0211 -6.4866 -2.9416 0.006 -0.015 -0.029
H 4.6714 -0.2064 -0.1762 0.009 -0.009 0.032
C -4.9442 2.2283 2.1066 0.006 -0.003 -0.062
C -1.1913 -0.1027 -2.3283 0.055 -0.027 -0.058
C -0.3645 5.8797 -0.0686 -0.028 -0.008 0.007
C -1.6683 -1.4055 -1.7586 0.110 0.085 0.010
N 5.0814 -3.9696 1.1599 -0.008 0.018 -0.041
C -3.0760 1.4970 4.8227 0.027 0.084 0.034
C 4.6401 -1.4148 -3.7318 -0.067 -0.046 0.009
H 4.4557 -3.4150 -2.9385 0.016 -0.030 -0.005
C -2.0866 2.2105 4.1411 -0.031 0.009 0.044
C 4.0225 -0.4338 0.6714 0.008 -0.058 -0.006
C -6.2087 1.9911 1.5818 0.037 0.004 0.001
C 0.4013 0.3910 2.5395 -0.165 0.097 -0.184
C -5.2278 0.7023 -0.1897 -0.001 0.021 0.013
C 3.8946 -2.7421 -3.5882 0.007 0.103 0.074
H -4.8458 2.8379 2.9985 -0.027 -0.011 -0.006
H 4.8121 -0.9509 -2.7606 -0.013 0.006 0.006
H -0.3825 3.3732 6.8418 -0.005 0.001 -0.014
H -0.6599 6.9222 1.7835 -0.014 -0.002 -0.005
O 3.4438 -3.0643 -0.0858 0.051 -0.049 0.002
C 0.6373 1.2195 -2.7105 0.081 -0.146 0.007
H -3.0940 0.5691 -3.0436 0.007 0.021 -0.024
H -0.1659 4.5930 -1.7661 0.010 -0.037 -0.016
H 4.0090 -1.6886 2.4370 0.016 -0.002 0.007
H -0.0024 -2.3427 -4.1004 0.009 0.004 0.003
H -3.8907 0.9227 6.7228 0.012 0.001 -0.002
H -1.5280 4.9486 2.9637 0.038 -0.009 0.035
H 0.0216 6.7471 -0.5893 0.004 -0.010 0.007
H 1.1316 -3.4011 -4.9242 -0.004 -0.023 -0.026
H -2.1139 2.6517 -4.0331 -0.015 -0.007 0.018
C -3.8021 1.6978 1.5042 -0.036 0.057 0.081
H 0.3381 0.5556 3.6143 0.063 0.039 0.021
C 1.1833 1.5375 1.9029 0.086 -0.006 -0.029
H -0.2945 3.3766 4.3824 -0.014 0.021 -0.023
H -0.9633 0.0850 0.8713 -0.030 0.036 0.017
C -0.9590 3.5482 -0.0650 0.042 0.065 0.026
H 0.3667 3.0151 -3.8291 -0.001 0.004 0.009
H -3.0978 0.5304 -0.1545 0.022 -0.042 -0.025
N 0.1175 0.1180 -2.1974 -0.197 0.087 0.135
H 5.6004 -1.5181 1.7136 -0.006 -0.009 0.053
C -6.3534 1.2235 0.4339 0.025 0.005 0.002
H 4.9311 -4.8732 0.7458 -0.033 -0.003 -0.002
C 2.1458 1.3820 -2.5949 0.058 -0.017 0.085
H -3.1994 -2.4633 -1.5608 0.015 0.004 -0.003
C -0.4739 4.6654 -0.7309 -0.011 -0.027 -0.015
O 2.7704 0.5840 -1.7801 -0.167 0.039 -0.062
C 4.3085 -2.9318 0.7740 -0.032 -0.056 0.039
C -0.7480 5.9779 1.2608 0.025 -0.024 -0.006
H 5.6078 -1.5701 -4.2139 -0.005 0.009 0.013
C -1.2273 4.8591 1.9269 -0.104 -0.026 -0.080
H 2.4240 -1.4428 -5.7669 -0.017 0.008 0.000
C 2.3550 -5.4895 -3.2364 -0.055 0.038 0.003
H 1.8691 -4.5936 -1.3282 0.019 0.030 -0.011
C 4.5357 -1.6157 1.4789 -0.020 0.061 -0.074
O 2.6837 2.2042 -3.3051 0.024 0.015 -0.026
H 0.7308 -1.2562 -6.2122 0.017 0.004 0.002
Bi 1.9439 -0.6826 -0.2184 0.200 0.246 0.138
Cl -1.9013 -3.0148 4.3152 0.010 0.027 0.015
Cl -2.8890 -2.8058 1.6096 -0.054 0.030 -0.053
H 3.7741 -3.2343 -4.5550 0.024 -0.052 -0.009
C -1.4859 1.9374 -3.5173 -0.009 0.021 -0.022
O -2.9830 -1.6049 -1.9555 -0.087 -0.005 0.003
C -0.3363 -3.2285 2.2172 -0.044 -0.096 -0.016
H 4.0836 -0.6898 -4.3278 0.014 -0.008 0.024
C -0.1280 2.1545 -3.4018 0.029 0.042 -0.006
C -2.0372 0.7821 -2.9730 -0.079 0.001 0.007
H -1.6382 -0.3687 2.4373 0.030 -0.033 -0.026
C 1.6630 -4.4317 -2.3858 -0.029 0.043 0.127
C -2.1490 2.1604 6.9400 -0.015 -0.030 -0.036
N 0.7464 -2.9953 1.9210 -0.034 0.036 -0.011
H 2.1330 -5.3718 -4.2987 0.016 0.006 -0.006
C -1.3367 3.6329 1.2728 0.149 0.037 0.116
O 1.3477 2.5712 2.5260 0.022 -0.016 -0.074
C -1.1470 2.8544 6.2764 -0.012 -0.014 0.010
H -3.8332 0.9557 4.2651 0.010 -0.002 0.022
H -1.0261 2.5999 -0.5896 0.015 -0.005 -0.011
H 3.9569 0.4579 1.2954 -0.007 0.027 -0.090
H 1.3992 -0.3294 -4.8699 -0.001 -0.020 -0.002
O -0.9646 -2.2015 -1.1948 0.020 -0.020 -0.008
O 1.5660 1.3576 0.6644 -0.112 -0.188 0.149
C -3.9678 0.9395 0.3460 -0.030 -0.028 0.033
H -7.0821 2.4092 2.0674 0.010 -0.005 -0.005
As 2.1120 -2.5487 -2.7712 0.148 -0.280 -0.273
H 0.5789 -4.4901 -2.5118 -0.009 0.015 0.027
Ge -1.9969 2.0595 2.1973 -0.223 -0.252 -0.006
H -7.3385 1.0374 0.0242 0.012 0.006 0.001
H -2.1743 2.1432 8.0222 -0.003 0.010 0.006
C 1.4192 -1.3023 -5.3657 -0.005 -0.031 0.048
```
Positions in Å, forces in eV/Å.

***

No. 6
Density functional theory data (the ωB97M-V functional and the def2-TZVPD basis) for C10H16N4O4 in the gas phase at a distorted geometry.

Output
Relative energy (zero: lowest compared OMol25 entry of this formula, charge and spin), kJ/mol: 235.4
Orbital gap, Ha: 0.34830
Total charge: 0
2S+1: 1
SMILES: C[C@@H](O)[C@H](NC(=O)[C@@H](N)Cc1c[nH]cn1)C(=O)O

```
34
Properties=species:S:1:pos:R:3:forces:R:3
C 0.8420 -0.0858 0.0494 0.352 -1.989 0.712
C 2.0501 -0.8609 0.5982 1.317 0.197 0.833
H 1.9830 -1.9660 0.3364 0.157 1.463 0.444
O -1.3461 2.3673 0.4058 2.598 0.229 0.870
C 4.2752 -0.7181 -0.8013 -0.225 -1.210 0.111
O -3.3896 2.4357 -0.2243 -0.422 -0.716 -0.223
O -0.0894 -1.2902 1.9263 -0.995 2.196 -3.907
H -5.0774 0.3154 0.9942 0.807 -0.347 0.198
N 5.4108 0.0658 -0.7256 -3.902 1.072 1.271
H -0.3257 1.9227 0.4651 -1.180 -0.003 -0.256
H 1.9553 -0.7144 1.7476 0.428 -0.709 -2.008
H 1.6499 1.6904 -0.1360 -0.701 0.337 0.442
C -0.3251 -0.6722 0.7976 0.521 -2.456 4.130
H 4.1591 -1.5391 -1.5325 0.250 0.562 0.823
H -3.0938 -1.9377 -1.6724 -2.140 0.402 1.766
C 3.3998 -0.2520 0.1627 -0.726 -0.063 -0.890
C -2.3780 1.7781 -0.0464 -1.573 0.734 -0.619
N -1.6029 -0.5464 0.4395 -0.591 -0.472 1.835
C -4.0528 -1.6346 -0.9932 2.483 -0.839 -1.721
N 3.8820 0.9414 0.7095 1.389 -1.116 -1.063
O -4.3211 -0.2992 0.9195 -0.698 0.787 0.407
H -2.1232 -0.7406 1.3069 -0.149 -0.270 -0.614
H -4.1684 -2.2955 -0.1089 0.070 -0.029 -1.018
H -4.8926 -1.6692 -1.7113 0.169 -0.164 0.718
H -2.0203 0.1954 -1.4631 0.212 0.126 -0.004
N 0.9206 1.2943 0.4856 1.346 1.123 -2.025
H 6.2954 -0.0755 -1.0657 2.126 -0.467 -1.220
C -3.8661 -0.2361 -0.4244 0.893 -0.547 0.224
C -2.3512 0.2874 -0.4259 -1.834 0.359 -1.088
H 0.7824 -0.2542 -1.0374 -0.257 0.709 0.274
H -4.5226 0.4130 -0.9592 0.232 0.925 -0.461
C 5.0818 1.0654 0.1355 -0.553 -0.896 0.925
H 5.8646 1.6727 0.4796 0.555 1.261 0.296
H 1.3942 1.3428 1.3682 0.041 -0.187 0.837
```
Positions in Å, forces in eV/Å.